[1]
{
  "formula": "C5H7ClN2O7",
  "method": "wB97M-V/def2-TZVPD",
  "symbols": ["O", "N", "O", "C", "C", "O", "N", "O", "O", "H", "H", "C", "C", "O", "C", "O", "Cl", "H", "H", "H", "H", "H"],
  "coordinates": [[3.305747, -1.674592, -0.469839], [2.774800, -1.024404, 0.409161], [2.355399, -1.468943, 1.476147], [2.634797, 0.368035, 0.210017], [3.294503, 1.017909, -0.849324], [3.376143, 2.269619, -1.025331], [1.891434, 1.160872, 1.073696], [1.382412, 0.710658, 2.017716], [1.835638, 2.385012, 0.852653], [3.796230, 0.376724, -1.615083], [2.692738, 2.778301, -0.460873], [-4.217836, -0.273761, 0.335935], [-2.982847, -1.052109, -0.206744], [-1.865023, -0.106464, -0.490450], [-0.660866, -0.423589, -0.682163], [0.165951, 0.379251, -0.870451], [-0.225197, -2.115310, -0.429585], [-5.029924, -0.950113, 0.699687], [-3.952515, 0.487428, 1.168395], [-4.693436, 0.489964, -0.366057], [-3.239315, -1.540584, -1.149502], [-2.638827, -1.793913, 0.372004]],
  "forces_ev_per_angstrom": [[0.102, -0.049, -0.185], [-0.708, -0.626, 1.369], [0.701, -0.310, -1.157], [1.741, 1.723, -2.553], [-0.337, -2.710, 0.705], [-0.391, 1.647, -0.945], [0.774, 1.360, -0.331], [-1.967, -1.339, 2.774], [0.016, 0.808, -0.672], [-0.208, 0.625, 0.925], [0.644, -1.071, 0.239], [0.111, 2.186, 0.690], [-1.659, 3.139, -2.608], [-4.242, 0.001, 0.547], [0.812, -1.478, 0.909], [1.929, 1.394, -1.016], [-0.088, -0.356, -0.245], [0.887, 0.408, -0.311], [-0.058, -1.774, -0.851], [0.753, -1.521, 0.167], [0.017, 0.275, -0.140], [1.171, -2.331, 2.690]],
  "e_above_lowest_kcal_mol": 11.3,
  "gap_ev": 9.694,
  "lumo_energy_ev": -0.64,
  "smiles": "O=[N+]([O-])C(=CO)[N+](=O)[O-].CCOC(=O)Cl"
}

---

[2]
{
  "formula": "C9H14",
  "method": "wB97M-V/def2-TZVPD",
  "symbols": ["C", "C", "C", "C", "C", "C", "C", "H", "H", "H", "H", "H", "H", "H", "H", "C", "C", "H", "H", "H", "H", "H", "H"],
  "coordinates": [[-0.534575, -2.799513, 1.658125], [-0.262759, 0.202275, -0.763879], [-0.524472, -0.541276, 0.459130], [0.571027, -0.305343, -1.690573], [0.016602, -1.807330, 0.656104], [1.100487, -1.619676, -1.494269], [0.778720, -2.360893, -0.374260], [-0.886966, 0.976778, -0.920315], [-1.099333, -0.040857, 1.264528], [0.983406, 0.183031, -2.615974], [1.483909, -2.145086, -2.329632], [-0.504509, -2.182308, 2.564130], [0.182328, -3.653104, 1.832528], [1.176412, -3.353001, -0.190534], [-1.461230, -3.135119, 1.469478], [-0.508412, 4.459102, 0.008998], [-0.203398, 3.215213, 0.910160], [-0.297974, 5.265194, 0.657097], [-0.065094, 4.385525, -0.972840], [-1.551760, 4.656253, -0.253489], [-0.116192, 2.365456, 0.215335], [-1.056951, 2.688955, 1.384348], [0.614637, 3.332931, 1.678125]],
  "forces_ev_per_angstrom": [[5.201, 2.060, 1.825], [0.173, -2.966, 1.543], [-0.169, 2.437, -0.612], [1.634, 0.227, -1.302], [-0.451, -3.496, -1.420], [-1.120, -0.427, 0.672], [1.046, 0.378, 1.248], [-1.359, 2.954, -0.585], [0.282, -0.407, -0.635], [-1.155, -0.060, 1.071], [0.821, -0.217, -0.715], [-0.560, -0.563, 0.466], [-0.840, 0.875, -0.414], [-0.153, -0.016, -0.490], [-3.421, -1.017, -0.820], [-1.176, -1.232, 0.983], [-0.992, -1.321, -0.768], [0.927, 1.499, -0.178], [0.964, 0.425, 0.179], [-0.289, -0.694, 0.409], [1.607, 0.345, 0.147], [-0.210, 1.421, 0.649], [-0.760, -0.206, -1.252]],
  "e_above_lowest_kcal_mol": 46.1,
  "multiplicity": 2,
  "total_charge": 1,
  "gap_ev": [9.492, 5.583],
  "lumo_energy_ev": [-4.60, -8.50]
}